{"formula": "C14H44B2F4N4O4", "method": "ωB97M-V/def2-TZVPD", "species": ["B", "H", "H", "H", "H", "C", "C", "O", "N", "H", "H", "C", "H", "H", "H", "H", "H", "H", "C", "C", "O", "N", "H", "H", "C", "H", "H", "H", "H", "H", "H", "C", "C", "C", "O", "C", "N", "H", "H", "H", "H", "H", "H", "H", "H", "H", "H", "H", "H", "C", "C", "C", "O", "C", "N", "H", "H", "H", "H", "H", "H", "H", "H", "H", "H", "H", "H", "B", "F", "F", "F", "F"], "xyz": [[1.554346, -0.592818, 0.518250], [1.303507, 0.267086, 1.261162], [1.465315, -1.658965, 0.962198], [0.896114, -0.489029, -0.433174], [2.690919, -0.390241, 0.327957], [2.710409, 1.090536, 3.601707], [3.419387, -0.179941, 4.004727], [4.228728, -0.212042, 4.851789], [3.227495, -1.304214, 2.990544], [2.861158, -0.911368, 2.092088], [4.125000, -1.673511, 2.657437], [2.380782, -2.426372, 3.575040], [2.761008, 1.858051, 4.369134], [1.645011, 0.980342, 3.384872], [3.073083, 1.500025, 2.656959], [1.537247, -1.922390, 4.038358], [2.973605, -2.865724, 4.374812], [2.113989, -3.203544, 2.868253], [-1.442822, -0.193539, -2.634648], [-1.804610, -1.325517, -3.578330], [-2.905365, -1.606443, -3.860561], [-0.653307, -2.075209, -4.201363], [-1.011790, -2.316018, -5.131563], [0.153105, -1.457421, -4.254126], [-0.436589, -3.426499, -3.499890], [-2.197497, -0.140475, -1.857860], [-1.215681, 0.750064, -3.127946], [-0.526056, -0.455329, -2.090328], [0.000003, -3.306267, -2.515477], [0.222569, -4.017007, -4.135077], [-1.423035, -3.878259, -3.561460], [-1.819293, 1.330843, 0.715512], [-2.087677, 0.374277, 1.869545], [-3.536266, 0.155231, 2.179586], [-3.656825, -0.899701, 3.126395], [-5.027389, -1.276620, 3.270704], [-1.379556, -0.948329, 1.554609], [-2.052742, -1.541174, 1.052740], [-0.556121, -0.732385, 0.979812], [-1.089692, -1.377591, 2.427421], [-2.096781, 0.866376, -0.228641], [-0.785424, 1.662648, 0.682527], [-2.499690, 2.171798, 0.863268], [-1.602619, 0.699977, 2.790708], [-4.179214, 0.008247, 1.309500], [-3.828812, 1.023171, 2.781837], [-5.195472, -1.982131, 4.080026], [-5.322878, -1.699966, 2.309333], [-5.629843, -0.405207, 3.547701], [4.045815, 3.332609, -2.223881], [2.821643, 2.804769, -1.485114], [1.494077, 3.362217, -1.934660], [0.401649, 2.792849, -1.212650], [-0.815858, 3.261886, -1.769658], [2.708020, 1.309806, -1.690729], [2.161370, 0.873912, -0.922355], [2.121404, 1.184267, -2.516768], [3.544494, 0.733060, -1.781388], [4.218431, 4.303674, -1.765089], [3.884962, 3.323508, -3.302064], [4.887142, 2.659971, -2.059092], [2.973815, 2.926084, -0.412532], [1.381129, 3.330242, -3.022051], [1.497854, 4.408983, -1.611634], [-0.892639, 4.338523, -1.607978], [-1.646587, 2.694106, -1.356649], [-0.947669, 3.108255, -2.848611], [-2.651225, -2.557456, -1.065160], [-1.479942, -1.726623, -1.005681], [-3.542478, -2.138437, -0.073930], [-3.214478, -2.270730, -2.327199], [-2.330664, -3.902899, -0.971197]], "atomic_forces_ev_per_a": [[0.33, 0.26, 0.11], [-0.74, 0.81, 1.04], [-0.32, -1.19, 0.58], [-0.55, 0.11, -1.16], [1.48, 0.04, -0.56], [-1.29, 0.15, 0.00], [0.28, 2.36, -1.26], [0.23, -1.34, 0.50], [0.20, -0.74, -0.61], [-0.73, -0.21, 0.51], [0.20, -0.06, 0.73], [0.56, 0.66, 0.59], [0.46, -0.22, 0.15], [0.01, -0.47, 0.11], [0.49, -0.25, 0.05], [-0.31, -0.29, -0.19], [0.03, 0.00, -0.01], [-0.04, 0.36, -0.34], [1.52, 0.01, -0.53], [0.03, 3.48, -0.92], [1.98, 2.45, -7.30], [-0.46, -1.16, 0.32], [0.39, 0.26, -0.05], [0.16, -0.32, -0.10], [0.26, 0.21, -1.15], [-0.19, 0.57, -0.80], [-0.55, 0.08, -0.46], [-0.07, 0.32, -0.37], [-0.43, 0.14, 0.11], [0.12, 0.11, 0.05], [0.02, -0.11, 0.69], [-0.81, -0.07, 0.60], [1.14, -0.44, -0.14], [-0.45, 0.00, 1.60], [0.46, -0.48, -0.22], [-0.14, 0.29, -0.22], [-0.73, 0.86, 0.28], [0.20, -0.24, -0.04], [-0.11, -0.47, 0.01], [-0.16, -0.31, -0.11], [0.05, -0.06, 0.07], [0.01, 0.03, -0.01], [0.25, 0.22, -0.12], [0.00, 0.24, -0.08], [0.10, -0.03, -0.11], [-0.34, 0.53, -0.81], [0.61, -0.23, -0.10], [-0.49, -0.04, 0.17], [-0.03, 0.08, -0.33], [-0.73, -0.43, 0.30], [0.55, -1.03, 0.04], [-0.20, 1.38, 1.41], [0.63, -0.83, -1.17], [-0.66, 0.18, -0.28], [-1.10, -0.39, 0.01], [0.03, -0.09, -0.05], [0.22, -0.29, -0.12], [0.26, 0.45, 0.00], [0.46, 0.18, -0.66], [-0.03, 0.57, 0.01], [0.17, 0.25, 0.31], [-0.21, 0.08, 0.00], [-0.12, -0.26, -0.07], [0.24, 0.28, -0.58], [-0.31, -0.02, 0.22], [0.16, 0.36, 0.45], [0.69, -0.10, -0.08], [-0.96, -0.74, -0.65], [0.19, -1.95, 1.80], [0.45, 0.18, 0.61], [-2.61, -4.20, 8.13], [0.25, 0.52, 0.18]], "e_homo_ev": -14.43, "spin_multiplicity": 1, "largest_force_ev_per_a": 9.51, "charge": 2, "homo_lumo_gap_ev": 9.03}

---

{"formula": "C14H44N4O8", "method": "ωB97M-V/def2-TZVPD", "species": ["C", "O", "H", "H", "H", "H", "C", "O", "H", "H", "H", "H", "C", "O", "H", "H", "H", "H", "C", "O", "N", "N", "H", "H", "H", "H", "C", "O", "N", "N", "H", "H", "H", "H", "C", "C", "C", "O", "H", "H", "H", "H", "H", "H", "H", "H", "C", "C", "C", "O", "H", "H", "H", "H", "H", "H", "H", "H", "C", "C", "C", "O", "H", "H", "H", "H", "H", "H", "H", "H"], "xyz": [[-1.594057, -0.283200, 4.388914], [-0.295057, -0.880200, 4.571914], [-1.906057, -0.079200, 3.324914], [-1.626057, 0.724800, 4.816914], [-2.349057, -0.844200, 4.939914], [0.352943, -0.472200, 3.971914], [2.537943, 3.008800, -2.144086], [3.530943, 3.787800, -1.651086], [1.683943, 3.513800, -2.522086], [2.072943, 2.333800, -1.405086], [2.960943, 2.381800, -2.913086], [4.201943, 3.852800, -2.346086], [-4.274057, -1.431200, -0.229086], [-3.134057, -2.052200, -0.731086], [-4.134057, -1.256200, 0.868914], [-5.058057, -2.136200, -0.167086], [-4.512057, -0.558200, -0.851086], [-2.586057, -1.442200, -1.214086], [2.468943, 0.822800, 2.372914], [1.374943, 0.072800, 2.771914], [3.561943, 0.801800, 3.034914], [2.428943, 1.853800, 1.576914], [3.550943, -0.014200, 3.675914], [4.479943, 0.937800, 2.604914], [1.482943, 1.865800, 1.108914], [2.985943, 2.687800, 1.661914], [3.010943, -0.728200, -1.667086], [1.825943, -0.130200, -1.306086], [4.211943, -0.251200, -1.529086], [2.966943, -1.873200, -2.305086], [4.174943, 0.596800, -0.854086], [5.085943, -0.814200, -1.572086], [2.103943, -2.365200, -2.454086], [3.763943, -2.333200, -2.672086], [-2.543057, 0.066800, -3.302086], [-1.030057, -0.138200, -3.169086], [-0.252057, 1.198800, -3.397086], [-0.732057, -0.556200, -2.021086], [-3.009057, 0.727800, -2.639086], [-3.130057, -0.819200, -3.214086], [-2.601057, 0.561800, -4.289086], [-0.559057, -0.928200, -3.778086], [-0.542057, 1.633800, -4.364086], [0.825943, 0.955800, -3.416086], [-0.518057, 1.885800, -2.618086], [0.236943, -0.541200, -1.951086], [0.878943, -2.388200, 0.630914], [-0.344057, -3.409200, 0.697914], [-1.312057, -2.741200, 1.675914], [-0.938057, -3.675200, -0.368086], [1.756943, -2.591200, -0.034086], [1.304943, -2.406200, 1.656914], [0.447943, -1.384200, 0.481914], [0.088943, -4.318200, 1.138914], [-1.918057, -3.435200, 2.255914], [-1.795057, -1.847200, 1.318914], [-0.663057, -2.346200, 2.448914], [-1.749057, -3.226200, -0.389086], [-0.989057, 2.362800, 2.096914], [-1.092057, 1.371800, 0.936914], [-2.425057, 1.559800, 0.174914], [-0.137057, 1.404800, 0.122914], [-1.815057, 2.458800, 2.799914], [-0.836057, 3.386800, 1.811914], [-0.137057, 2.104800, 2.647914], [-1.082057, 0.380800, 1.426914], [-2.523057, 2.569800, -0.284086], [-3.321057, 1.310800, 0.842914], [-2.597057, 0.871800, -0.647086], [-0.302057, 0.639800, -0.444086]], "atomic_forces_ev_per_a": [[0.69, 0.82, -0.38], [-1.42, 0.07, 0.01], [0.37, -0.88, 0.78], [0.19, 0.08, 0.25], [0.16, -0.35, -0.30], [-0.17, 0.08, -0.03], [-1.55, -2.55, -0.18], [2.12, 1.60, 0.83], [-0.65, 1.07, -0.73], [0.64, 0.17, 0.13], [-0.31, -0.56, -0.54], [-0.24, 0.28, 0.54], [0.56, 0.62, 1.37], [0.28, -1.06, -0.47], [0.12, 0.89, -0.77], [-1.13, -0.82, -0.76], [-0.34, -0.08, 0.65], [0.51, 0.50, -0.19], [-7.13, -1.74, 2.17], [5.32, 3.26, -2.77], [4.77, -3.51, 3.89], [-3.67, 0.64, -3.46], [0.34, 0.93, -0.36], [-0.78, 0.21, 0.07], [1.43, 0.58, -0.04], [0.02, -0.31, 0.09], [-7.07, 1.29, 0.58], [5.94, -2.17, -1.44], [2.60, 3.98, 3.06], [-1.13, -2.03, -0.98], [0.61, -1.88, -1.70], [-1.41, 0.69, 0.12], [-0.24, 0.25, 0.22], [0.70, -0.13, -0.13], [1.42, -0.01, -2.56], [-0.92, 2.95, -5.68], [-0.41, -0.95, -1.70], [1.42, -2.66, 8.86], [0.03, 1.38, 1.37], [-0.22, -0.99, -0.51], [-0.79, -0.60, 0.18], [-1.04, 0.43, -1.83], [0.25, 0.04, 0.16], [-0.46, 0.41, 0.19], [0.08, 0.39, 0.55], [0.53, -0.36, 0.83], [-0.09, -0.48, 0.68], [4.16, 2.55, 6.55], [1.74, -0.31, 2.14], [-1.70, -2.91, -7.55], [-1.11, -0.05, 0.10], [-0.20, 0.25, -0.54], [0.57, -0.27, -0.17], [-0.10, -0.13, 0.32], [-0.65, -0.03, -0.57], [-0.54, -0.10, -0.58], [0.05, 0.22, 0.52], [-2.03, 0.91, -0.57], [-0.37, 0.57, -0.46], [-7.40, -0.37, 5.19], [-1.94, -0.07, 1.04], [6.39, 0.72, -4.87], [-0.32, -0.75, -0.25], [0.15, 0.65, -0.84], [1.28, -0.50, 1.09], [-0.59, -0.02, 0.19], [0.09, -0.43, 0.61], [1.10, 0.82, -0.62], [0.65, -0.30, -0.11], [0.80, 0.07, -0.69]], "e_homo_ev": -8.52, "spin_multiplicity": 1, "largest_force_ev_per_a": 9.36, "charge": 0, "homo_lumo_gap_ev": 8.43, "smiles": "NC(N)=O.NC(N)=O.CC(C)O.CC(C)O.CC(C)O.CO.CO.CO"}

---

{"formula": "C14H44N8O8", "method": "ωB97M-V/def2-TZVPD", "species": ["C", "O", "H", "H", "H", "H", "C", "O", "N", "N", "H", "H", "H", "H", "C", "O", "N", "N", "H", "H", "H", "H", "C", "O", "N", "N", "H", "H", "H", "H", "C", "O", "N", "N", "H", "H", "H", "H", "C", "C", "C", "O", "H", "H", "H", "H", "H", "H", "H", "H", "C", "C", "C", "O", "H", "H", "H", "H", "H", "H", "H", "H", "C", "C", "C", "O", "H", "H", "H", "H", "H", "H", "H", "H"], "xyz": [[21.958000, -13.977000, -12.161000], [21.610000, -13.189000, -11.090000], [22.141000, -13.390000, -13.073000], [21.154000, -14.650000, -12.380000], [22.839000, -14.505000, -11.909000], [21.992000, -12.339000, -11.164000], [23.624000, -13.156000, -7.021000], [23.129000, -14.076000, -6.220000], [22.918000, -12.522000, -7.939000], [24.797000, -12.681000, -6.719000], [22.036000, -12.886000, -8.060000], [23.277000, -11.879000, -8.601000], [25.311000, -13.179000, -5.992000], [25.024000, -11.729000, -6.983000], [23.539000, -9.471000, -6.386000], [24.779000, -9.904000, -6.861000], [22.496000, -10.297000, -6.401000], [23.312000, -8.301000, -5.918000], [22.592000, -11.192000, -6.948000], [21.540000, -9.999000, -6.340000], [24.071000, -7.718000, -5.624000], [22.463000, -7.971000, -5.575000], [21.034000, -12.327000, -3.711000], [20.249000, -12.465000, -2.535000], [21.628000, -11.226000, -4.054000], [21.180000, -13.281000, -4.581000], [21.710000, -10.430000, -3.427000], [21.918000, -10.997000, -5.067000], [20.768000, -14.077000, -4.128000], [22.065000, -13.595000, -5.137000], [19.989000, -12.529000, -8.167000], [19.621000, -11.642000, -9.136000], [20.043000, -12.268000, -6.921000], [20.446000, -13.663000, -8.461000], [19.669000, -11.346000, -6.801000], [20.401000, -12.867000, -6.056000], [20.672000, -13.905000, -9.473000], [20.683000, -14.455000, -7.779000], [22.068000, -16.628000, -3.725000], [21.167000, -16.111000, -2.599000], [21.881000, -15.059000, -1.725000], [20.226000, -15.351000, -2.964000], [22.974000, -16.917000, -3.169000], [22.509000, -15.846000, -4.304000], [21.695000, -17.519000, -4.226000], [20.766000, -16.949000, -2.081000], [22.864000, -15.349000, -1.335000], [21.438000, -14.927000, -0.759000], [22.021000, -14.150000, -2.144000], [19.566000, -15.400000, -2.244000], [26.229000, -11.775000, -2.969000], [24.874000, -12.402000, -3.305000], [24.885000, -13.917000, -3.537000], [23.915000, -12.196000, -2.556000], [26.180000, -10.724000, -2.879000], [26.856000, -11.852000, -3.835000], [26.699000, -12.161000, -2.003000], [24.518000, -11.966000, -4.259000], [25.611000, -14.242000, -4.268000], [23.952000, -14.406000, -3.771000], [25.015000, -14.569000, -2.696000], [23.234000, -11.853000, -3.079000], [24.508000, -11.752000, -10.595000], [23.579000, -10.569000, -10.578000], [23.225000, -10.071000, -12.006000], [22.498000, -10.769000, -10.009000], [24.571000, -12.255000, -9.603000], [25.491000, -11.371000, -10.798000], [24.119000, -12.611000, -11.251000], [24.123000, -9.744000, -10.098000], [22.504000, -10.536000, -12.720000], [24.202000, -10.101000, -12.455000], [22.961000, -8.965000, -11.943000], [22.160000, -9.976000, -9.582000]], "atomic_forces_ev_per_a": [[0.06, 0.42, -1.30], [-1.24, -0.59, 1.10], [0.00, -0.10, 0.11], [-0.41, -0.55, -0.09], [1.10, -1.00, -0.10], [0.20, 1.43, 0.18], [-1.09, -2.61, 4.04], [0.50, 1.50, -2.96], [1.07, 0.06, 0.48], [2.34, -0.12, 0.08], [-2.08, -0.86, -0.96], [0.20, 0.25, -0.48], [-0.37, 0.50, -0.39], [0.33, 0.29, 0.08], [5.85, -4.23, -3.17], [-5.79, 2.36, 2.32], [-0.49, -1.78, -1.61], [1.70, 3.37, 1.07], [-0.08, 1.00, 0.36], [-0.13, 0.75, -0.26], [0.55, 0.02, -0.38], [-1.74, 0.02, 0.43], [-4.92, -0.24, 7.44], [4.21, 1.04, -6.12], [2.01, 4.17, -1.31], [0.45, -3.76, -1.64], [-0.61, -0.48, 0.06], [-0.18, -1.08, 2.60], [-0.58, -0.96, -0.14], [-0.84, 1.14, 0.70], [-2.69, 5.84, -5.95], [1.44, -3.20, 4.33], [-0.21, 1.78, 5.37], [2.73, -8.53, -3.37], [-0.33, 0.21, 0.92], [-0.90, 1.25, -1.84], [-0.67, 0.83, 1.71], [-0.67, 2.03, -1.12], [0.86, -0.45, 1.97], [6.63, -1.50, 1.93], [2.85, -4.30, 3.13], [-9.04, 2.90, -3.36], [-0.19, -0.55, -0.13], [-0.46, 0.51, -1.13], [-0.11, 0.38, -0.43], [0.24, -1.14, 0.94], [0.49, -0.33, -0.41], [-1.25, 0.26, 0.34], [-0.01, 2.61, -1.70], [0.09, 0.94, -1.01], [0.13, -1.18, 1.22], [5.65, -2.57, -6.49], [1.08, -1.11, -0.51], [-6.12, 2.16, 8.53], [-0.64, 1.36, 0.45], [0.79, -0.75, -0.29], [-0.51, 0.20, -1.44], [1.29, -0.04, -0.77], [0.36, -0.22, -0.38], [-0.78, 0.98, -1.01], [1.13, 0.36, 1.40], [-2.05, 0.83, -0.33], [-0.71, -2.15, 0.34], [6.15, 2.50, -5.43], [1.40, 1.99, -0.67], [-8.44, -2.00, 6.22], [0.25, 0.57, -0.66], [0.52, -0.37, -0.64], [0.97, 1.43, 0.46], [0.46, 0.08, -0.18], [0.35, -0.31, 1.22], [0.40, 0.32, -1.10], [0.09, -1.33, -0.08], [-0.56, -0.28, -0.15]], "e_homo_ev": -8.80, "spin_multiplicity": 1, "largest_force_ev_per_a": 10.72, "charge": 0, "homo_lumo_gap_ev": 8.70, "smiles": "NC(N)=O.NC(N)=O.NC(N)=O.NC(N)=O.CC(C)O.CC(C)O.CC(C)O.CO"}